Entry from OMol25: a cluster of 13 separate species, C72H181N11O24 in total at a distorted geometry (ωB97M-V with the def2-TZVPD basis set).

```
288
Properties=species:S:1:pos:R:3:forces:R:3:mulliken_spin:R:1
C -3.5329 -7.2390 17.4656 -1.5442 1.9417 0.7037 1.2430
C -2.1165 -7.1728 17.9131 0.1107 -1.2101 0.3979 -1.6026
C -1.9252 -6.3807 19.2583 0.8514 -0.3351 -1.4320 0.2895
O -1.5868 -8.5142 18.0597 0.3835 1.0338 1.3031 -0.2335
H -4.1622 -7.3842 18.3436 -0.2622 -0.8193 -0.1160 -0.1176
H -3.9015 -7.7533 16.5780 0.6362 -0.5525 0.2103 0.0842
H -3.7888 -6.2010 17.2529 -0.1109 0.3911 -0.2806 -0.2170
H -1.5356 -6.7287 17.1047 0.2959 0.5415 0.1835 0.0624
H -2.1351 -5.3166 19.1499 0.0519 0.0487 -0.3355 0.1165
H -0.8507 -6.5039 19.3941 0.0166 0.3759 0.4954 0.0705
H -2.4411 -6.6753 20.1721 -0.2292 -0.7026 -0.3891 -0.0647
H -1.9706 -9.0443 17.3572 -0.0998 -0.3907 -0.6662 0.1253
C -3.2606 -11.8691 15.2138 -2.0245 -2.9814 -0.8574 0.0114
C -3.5903 -10.8565 16.2242 1.3745 -0.3315 1.0710 1.3451
C -3.4559 -11.3965 17.6361 0.4508 -0.1071 0.4707 0.1681
O -2.4616 -10.0273 15.9909 0.0805 2.3595 0.7809 -0.3691
H -3.9623 -12.6861 15.3816 -0.0185 -0.7014 -0.1715 -0.0515
H -2.2535 -12.2618 15.3542 -0.0805 0.1862 0.1602 0.1231
H -3.3977 -11.6551 14.1538 0.0627 0.7441 0.0633 -0.1077
H -4.5700 -10.3797 16.2562 0.1286 0.4496 -1.0213 -0.4105
H -2.9786 -10.6803 18.3049 -0.1561 0.3449 -0.1183 0.2592
H -2.7895 -12.2588 17.6583 -0.2280 -0.3334 0.0403 0.1216
H -4.4328 -11.5994 18.0749 0.0034 -0.3957 -0.0640 -0.2835
H -2.7195 -9.4887 15.2392 0.3360 0.5151 -0.4619 0.1424
C 3.6346 -0.1514 19.7119 0.1968 -0.2925 0.6707 -0.0707
O 4.0650 0.6408 20.7806 -0.7112 2.5386 0.1894 -0.0448
C 5.0375 0.1123 21.6277 0.6888 0.4000 0.1374 -0.0841
C 5.5262 1.1557 22.7587 -1.8871 -0.8826 0.4728 0.0139
N 4.4503 1.0826 23.8164 0.6966 -0.6087 0.3135 -0.0128
C 4.3596 2.0258 24.9917 1.1059 -0.4457 -2.0074 0.0004
C 3.8902 3.3676 24.5582 -0.7332 -0.4361 -0.0742 -0.0067
O 2.5061 3.1736 24.3372 -0.7316 1.7727 -2.0777 -0.0109
C 2.0266 4.2180 23.4063 -0.6395 -0.7050 1.6743 0.0291
H 3.8969 -1.1800 19.9596 -0.2009 -0.4391 -0.3939 0.0326
H 4.1185 0.1454 18.7814 -0.0257 -0.0046 -0.1640 0.1164
H 2.5504 -0.0447 19.6770 0.0674 -0.1074 -0.4140 -0.0203
H 5.8337 -0.2475 20.9761 0.6473 0.1755 0.3470 0.0337
H 4.5376 -0.7747 22.0170 0.6646 -0.2185 1.0700 0.0237
H 5.6064 2.1972 22.4473 0.1135 -0.0443 -0.9269 0.0015
H 6.5083 0.8841 23.1456 -0.0806 -0.3633 0.0974 -0.0016
H 3.6193 1.0266 23.2451 -0.5612 0.2835 0.7531 0.0026
H 5.3631 2.1767 25.3895 0.0787 -0.5452 0.3109 -0.0006
H 3.6415 1.7025 25.7452 0.3157 -0.5922 -0.0252 0.0021
H 4.3580 3.6210 23.6069 0.3102 0.4591 0.1130 0.0040
H 4.0519 4.0998 25.3493 0.1082 0.4583 -0.1028 -0.0012
H 2.5023 4.2719 22.4270 0.4827 -0.3727 0.1558 -0.0103
H 2.1146 5.1659 23.9371 0.1506 0.2639 -0.2226 -0.0036
H 0.9625 4.0453 23.2453 0.1600 -0.0912 0.0898 0.0023
C -5.1735 -7.7808 23.1797 0.6774 -0.7168 0.1791 0.7035
O -3.8272 -8.0912 23.6379 -0.3124 0.2171 0.7216 -0.3254
C -3.4838 -9.5247 23.5335 -0.2682 1.8696 -0.4375 -0.1589
C -2.0291 -9.8003 23.9162 -2.5222 1.3230 -0.9973 -0.1031
N -1.8158 -9.4167 25.2957 -0.8564 -1.9143 -0.4448 0.0210
C -0.4381 -9.2586 25.4911 1.6701 2.4057 2.0906 0.0137
C -0.2251 -8.6401 26.9335 -2.1781 -1.3125 -1.1610 -0.0066
O 1.0164 -8.2171 27.1373 4.2736 2.2667 -0.1111 0.0008
C 1.3914 -6.9146 26.5155 -0.7379 -1.7670 0.8175 0.0067
H -5.2220 -8.0112 22.1155 -0.3431 -0.0977 -0.0326 -0.0976
H -5.5163 -6.7580 23.3362 1.1431 0.4301 -0.0214 -0.0946
H -5.9478 -8.2915 23.7522 0.1059 -0.8637 -0.0683 0.0392
H -3.5457 -9.6526 22.4528 -0.5648 -1.1593 0.0496 0.0812
H -4.1727 -10.0413 24.2018 -0.2565 -0.4022 -0.6386 0.0852
H -1.5146 -9.1883 23.1754 0.8018 0.3495 0.1972 0.0081
H -1.8469 -10.8184 23.5722 0.3274 -0.3026 0.8850 -0.0141
H -2.1356 -8.4688 25.4349 -0.8268 0.0115 -0.3462 -0.0055
H -0.1927 -8.5047 24.7432 1.2857 0.1189 -0.1580 -0.0005
H 0.2654 -10.0894 25.4353 -0.5635 -0.4221 -0.2983 -0.0024
H -0.4377 -9.4459 27.6360 0.0973 -0.1769 0.1602 -0.0029
H -0.9017 -7.8410 27.2363 -0.8604 0.2088 -0.5976 0.0025
H 0.9695 -6.8389 25.5134 0.0581 -0.0285 0.0111 0.0016
H 2.4806 -6.9013 26.4770 -0.2298 0.0086 0.0497 -0.0021
H 1.0093 -6.1011 27.1323 -0.0071 0.0305 0.0785 -0.0038
C 3.0389 -17.4667 21.2291 1.0027 -1.0701 -0.0581 0.0022
O 3.0664 -16.1111 20.8563 0.3909 -0.4962 2.3334 -0.0014
C 3.0263 -15.9260 19.4742 -0.0044 -0.1709 0.3199 -0.0168
C 3.3069 -14.4753 19.1485 1.3884 0.7482 -2.2248 0.0270
N 4.7366 -13.9478 19.2499 -2.4130 -0.4579 1.3519 -0.0019
C 5.0654 -13.6037 20.6810 1.2040 -0.6494 -2.5239 0.0031
C 5.8030 -12.2396 20.7160 -0.6451 -0.5739 -0.4518 0.0023
O 5.1692 -11.2197 19.9563 0.3020 0.2102 -0.1112 -0.0132
C 3.9547 -10.7400 20.4599 -0.4579 -0.5584 0.0098 0.0243
H 2.2003 -18.0636 20.8707 -0.5336 0.4377 -0.0022 -0.0012
H 3.2586 -17.7204 22.2662 -0.9885 1.2226 0.6620 -0.0003
H 3.9109 -18.0333 20.9025 0.5201 0.2073 -1.2799 -0.0004
H 1.9967 -16.1846 19.2271 -0.1508 0.1319 -0.9346 0.0036
H 3.7066 -16.6676 19.0555 0.2238 0.2522 -0.6766 0.0023
H 2.5004 -13.8737 19.5678 0.2742 0.3661 0.6924 0.0018
H 3.1600 -14.3458 18.0762 -0.4739 -0.4006 -0.2528 -0.0026
H 4.8902 -13.1003 18.7223 -0.7823 0.0686 -0.3873 -0.0007
H 5.7606 -14.4429 20.7003 0.4594 0.3110 2.1160 -0.0006
H 4.2046 -13.7330 21.3371 0.1768 0.2095 0.0721 -0.0011
H 6.7382 -12.2423 20.1561 0.3688 -0.7533 0.6338 0.0004
H 5.9277 -12.0329 21.7790 0.2736 0.7170 0.0632 0.0018
H 3.3145 -11.6052 20.6321 -0.3771 0.0244 0.4888 0.0098
H 3.4238 -10.1530 19.7104 0.3098 0.2028 -0.0470 -0.0175
H 4.1224 -10.1585 21.3664 -0.2191 0.0735 0.2000 0.0033
C -4.5642 -14.6438 20.6390 -0.5704 0.7911 1.3229 -0.0319
O -5.0188 -15.8593 20.1463 1.2460 -2.4894 0.2936 -0.1450
C -4.4574 -16.8755 21.0310 0.9467 -1.6612 -0.4415 0.0334
C -4.7004 -18.3466 20.5151 -0.3555 4.0491 -1.8534 -0.0117
N -6.0955 -18.5919 20.7156 -0.4374 -1.5938 0.9559 -0.0149
C -6.5455 -19.8518 20.2337 -1.4554 -1.5275 1.1748 0.0136
C -6.0245 -21.1060 20.8852 1.8595 0.1640 0.1147 0.0003
O -4.7206 -21.3368 20.3498 0.8868 -1.0708 -0.0661 -0.0017
C -4.2524 -22.6585 20.6189 -0.4711 -0.0181 -0.9295 0.0012
H -4.5900 -13.8315 19.9127 -0.1835 -0.2389 -0.1092 0.1806
H -3.5780 -14.7128 21.0981 0.3902 -0.0171 -0.3845 0.0269
H -5.2173 -14.4633 21.4928 -0.0709 0.9594 0.1709 0.0052
H -4.7080 -16.7539 22.0848 -0.9965 0.1603 -0.0242 0.0078
H -3.3716 -16.8296 21.1153 0.4338 0.7546 -0.6224 -0.0101
H -3.8960 -19.0663 20.6667 -0.7450 -0.2462 1.2735 0.0055
H -4.5985 -18.2007 19.4397 0.4378 0.0303 -0.6457 0.0023
H -6.7030 -18.0535 20.1147 0.7712 1.5433 0.3081 0.0000
H -6.4701 -19.9655 19.1522 0.1105 -0.1884 -0.3494 0.0006
H -7.5932 -19.8270 20.5331 -0.4670 -0.3084 -0.5326 -0.0038
H -6.6723 -21.9638 20.7044 -0.1685 -0.0943 -0.1558 -0.0005
H -5.7663 -21.0479 21.9426 -1.1328 0.4503 0.4874 -0.0001
H -4.9858 -23.3244 20.1641 0.1508 -0.4558 -0.2818 0.0002
H -4.1584 -23.0307 21.6390 -0.1636 0.8382 0.6235 -0.0005
H -3.2716 -22.7986 20.1646 -0.1432 0.1919 -0.2025 -0.0002
C 0.3693 -3.3306 17.4814 0.3263 -0.0445 -0.2601 0.3295
O 1.0984 -2.8724 16.3244 0.2107 0.1687 1.3101 -0.0768
C 2.1743 -2.0907 16.7732 1.1865 1.2930 -0.1367 -0.1987
C 3.0250 -1.5251 15.6367 -0.9604 0.5197 -0.3724 0.1195
N 2.2798 -0.5078 14.8510 0.1285 -1.4698 -0.3649 -0.0285
C 3.0059 0.1327 13.7639 0.5904 1.4182 0.9739 -0.0087
C 3.9454 1.2625 14.3102 -0.9102 -0.0457 -0.1804 0.0311
O 3.0826 2.3193 14.8014 0.2471 -1.8092 0.1181 -0.0506
C 3.6603 3.2676 15.6712 -0.3576 -0.0755 -1.3268 0.0699
H 1.0539 -3.6417 18.2704 0.2227 -0.6042 -0.1238 0.0400
H -0.2722 -4.1458 17.1467 -0.0191 0.1101 0.2117 -0.1412
H -0.1905 -2.5499 17.9965 -0.4012 0.3469 -0.5233 0.0155
H 2.8624 -2.5442 17.4866 0.1278 -1.2887 -0.2256 0.0268
H 1.9258 -1.2575 17.4305 -1.1748 0.5816 -0.1654 -0.0174
H 3.3532 -2.3867 15.0553 -0.1587 0.1018 -0.6362 -0.0094
H 3.9427 -1.0869 16.0291 0.1986 -0.0495 0.5251 0.0159
H 1.6487 0.0205 15.4363 0.3018 0.3693 -0.3428 0.0068
H 2.4228 0.6747 13.0194 -0.7735 -0.5606 0.0783 0.0039
H 3.5769 -0.6471 13.2600 0.1468 0.1136 -0.0779 -0.0001
H 4.5814 1.7585 13.5769 0.2823 -0.4457 -0.3451 -0.0033
H 4.5538 0.7280 15.0398 0.2248 0.7269 0.6733 0.0003
H 4.4285 3.8017 15.1119 0.3880 0.2559 0.1951 -0.0011
H 4.0899 2.8281 16.5714 -0.2269 0.0789 0.2103 -0.0064
H 2.8135 3.9417 15.8001 0.3594 0.2096 0.8007 -0.0052
C -0.1790 -4.6160 22.5232 0.2708 -0.9967 0.2796 -0.0580
O 0.0164 -3.4287 21.7605 -0.0918 -0.4905 1.1074 -0.0134
C 1.1923 -2.8295 22.2684 0.5607 1.9711 -0.5587 0.0064
C 1.3243 -1.3049 21.8698 -0.6928 -0.2316 2.4538 -0.0013
N 0.7006 -0.3973 22.9616 1.1069 -0.9688 -2.2963 -0.0113
C 0.8074 0.9847 22.4548 -2.2322 -0.0691 0.6165 0.0513
C -0.3313 1.7780 23.1455 0.1044 0.9021 -0.3275 0.0062
O -1.6178 1.1672 22.9914 -0.4272 -0.0988 0.8521 -0.0345
C -2.6433 1.8632 23.7525 0.8547 -0.0288 -0.8242 0.0204
H -0.9707 -5.2768 22.1701 0.0093 0.4435 -0.5950 0.0282
H -0.3580 -4.5232 23.5944 -0.5240 1.1668 0.2361 -0.0043
H 0.7364 -5.2027 22.6002 0.3784 -0.2447 -0.8244 -0.0002
H 2.0856 -3.3507 21.9243 0.0661 -0.3093 -0.3310 0.0218
H 1.2307 -2.8784 23.3566 -0.2030 0.0923 0.2164 0.0040
H 0.7671 -1.0523 20.9677 0.4744 -0.3804 -0.4936 0.0260
H 2.3693 -0.9948 21.8738 -0.0157 -0.3109 -0.5400 -0.0183
H -0.2591 -0.6617 22.7905 -0.6553 0.3272 0.7232 0.0030
H 0.5455 1.1152 21.4048 0.0919 -0.5828 -0.5968 0.0009
H 1.7959 1.4358 22.5412 -0.1638 -0.0584 0.5833 -0.0083
H -0.4530 2.7242 22.6182 0.3650 0.4164 -0.0028 0.0052
H -0.1005 2.0169 24.1837 -0.0512 -0.3181 0.2802 0.0031
H -2.5741 1.6873 24.8260 0.1243 -0.2760 0.0277 -0.0009
H -3.6331 1.5998 23.3797 0.2355 -0.4345 -0.0218 -0.0017
H -2.5549 2.9380 23.5944 0.1647 0.2360 -0.0427 -0.0007
C 7.3345 -2.5012 21.0955 -0.8262 0.7693 0.3991 0.1357
O 6.3492 -3.1310 21.9053 0.2573 -0.2989 0.3894 -0.1109
C 6.8716 -3.6716 23.1372 -1.0936 -1.5714 -0.1443 0.0094
C 5.7626 -4.7480 23.7038 1.5012 2.3393 -1.5340 -0.0064
N 5.4606 -5.6782 22.6110 0.1123 0.1113 1.1668 0.0083
C 4.0542 -6.1757 22.5907 0.7338 -0.9674 0.2970 -0.0298
C 3.5934 -6.9793 23.8823 -0.0607 0.0582 -1.9949 0.0089
O 3.7211 -8.3991 23.5826 -1.1615 2.0365 0.3173 -0.0018
C 4.2338 -9.1715 24.6207 0.9574 -1.4927 -1.4837 0.0052
H 7.6386 -1.5869 21.6051 0.8876 -0.1472 0.3327 0.0061
H 6.8572 -2.0550 20.2230 -0.2812 -0.6828 -0.2821 0.0037
H 8.1436 -3.1665 20.7942 0.0973 0.0496 0.1896 0.0013
H 7.0712 -2.9086 23.8896 -0.2308 0.2489 -0.0201 0.0009
H 7.8126 -4.1754 22.9165 0.1209 -0.2164 -0.0112 0.0016
H 4.9248 -4.0566 23.7946 -0.4494 -0.1302 1.0451 0.0011
H 6.1998 -5.1318 24.6256 -0.5113 -0.2457 0.0517 -0.0016
H 5.6048 -4.9697 21.9058 -0.5180 -0.7474 -1.3283 -0.0018
H 3.9954 -6.9169 21.7936 0.2801 -0.2770 0.0771 -0.0007
H 3.3489 -5.4608 22.1670 -0.2468 0.5538 0.9393 0.0023
H 2.5313 -6.7796 24.0242 0.0098 0.0775 0.0965 0.0007
H 4.1215 -6.7207 24.8000 0.2562 0.0417 -0.0881 0.0016
H 5.2544 -8.8098 24.7464 0.1434 -0.3240 0.9412 -0.0008
H 4.2622 -10.1295 24.1015 0.6446 -0.4473 0.2223 0.0021
H 3.6754 -9.4572 25.5121 -0.4266 1.1769 0.3336 0.0010
C 3.4358 -4.8894 19.2400 -0.0611 -2.1942 -0.6703 0.1042
O 2.5432 -5.7677 20.0135 0.4859 1.2846 -1.5750 -0.0844
C 2.0991 -6.9418 19.2262 0.5066 1.2712 2.1134 0.0221
C 1.3700 -7.7046 20.2846 -0.7900 -0.6653 -0.0431 -0.1809
N 0.9776 -8.9759 19.8012 -0.1821 -2.6976 -0.5698 -0.1008
C 0.5388 -9.9129 20.8656 0.9736 0.8142 -1.2730 0.0031
C -0.1674 -11.1147 20.1884 2.5574 1.0593 1.2016 0.0385
O -0.6453 -11.8726 21.2639 -0.9496 1.7396 -0.2845 0.0144
C -1.2381 -13.0370 20.8912 -0.6896 -2.1745 1.0897 -0.1569
H 3.0791 -4.8893 18.2100 -0.0907 0.2670 -0.1524 0.0336
H 4.4048 -5.3870 19.2018 0.2881 -0.1021 -0.0045 -0.0172
H 3.6709 -3.8612 19.5151 -0.9583 -0.0530 0.9652 0.0180
H 2.9385 -7.5987 18.9985 0.2275 0.3945 -0.7837 -0.0047
H 1.4529 -6.6435 18.4006 0.2802 -0.0095 -0.2773 0.0327
H 0.4184 -7.2501 20.5603 0.5393 0.9888 0.9780 0.0055
H 2.0925 -7.9205 21.0717 -0.2863 0.5803 0.5200 0.0056
H 0.1865 -8.9061 19.1772 -0.1354 0.3578 -0.3954 0.0032
H -0.0112 -9.3417 21.6135 -0.9893 -0.3292 0.0286 0.0293
H 1.4220 -10.2165 21.4277 0.1549 -0.4197 -0.0746 0.0148
H 0.5977 -11.7380 19.7255 0.4031 0.0847 -0.4211 0.0079
H -0.7596 -10.7348 19.3559 -1.2229 -0.3448 0.4560 0.0157
H -0.5015 -13.8273 20.7459 0.3092 -0.1802 -0.6149 -0.0227
H -1.9647 -13.0370 20.0788 0.1092 0.5053 -0.2668 0.0504
H -1.7623 -13.3720 21.7862 -0.3788 -0.1304 -0.0070 0.0095
C -0.2088 -10.3004 11.0490 -1.0631 -1.6656 -0.3312 0.1698
O 0.6085 -9.4925 11.8140 0.6482 0.3926 1.6428 -0.0971
C 0.7856 -9.7925 13.2446 -1.8404 -0.4880 -1.2984 -0.1623
C 1.2427 -8.6382 14.0110 1.4553 2.7044 -0.4356 -0.0273
N 0.5075 -7.3231 13.8162 0.5542 -1.1631 1.2156 -0.1113
C 1.1804 -6.2231 14.5402 -1.0038 -0.8453 0.3426 0.1319
C 2.3754 -5.7246 13.8163 -0.4288 2.7753 0.1937 -0.0343
O 2.0867 -5.1688 12.5139 0.1072 -0.3070 -0.5193 -0.0087
C 1.5730 -3.8215 12.5382 0.3648 -0.5514 0.7857 -0.0125
H -0.0277 -11.3750 11.0686 1.0974 -0.3729 0.3184 -0.0140
H -0.1680 -10.0739 9.9836 0.2480 0.6554 0.1718 0.0101
H -1.2603 -10.3707 11.3274 -0.3861 1.0246 0.3585 -0.0405
H 1.4862 -10.6141 13.3940 -0.0110 -0.1668 -0.2022 -0.0262
H -0.1214 -9.9923 13.8151 -0.8874 -0.8745 -1.0420 0.1493
H 2.2882 -8.5027 13.7341 0.4957 0.2956 0.2769 0.0134
H 1.2063 -8.9642 15.0505 -0.0460 0.3909 0.1735 -0.0107
H 0.6358 -7.0069 12.8656 -0.2995 -0.5658 -0.5504 0.0127
H 1.5198 -6.4210 15.5569 0.0901 -0.9861 0.1089 0.0909
H 0.4559 -5.4475 14.7884 -0.1663 0.3385 -0.7025 -0.0424
H 3.1845 -6.4546 13.8445 0.0465 0.2550 -0.6686 -0.0039
H 2.5909 -4.8201 14.3852 1.1460 -0.1131 0.5517 -0.0021
H 2.3152 -3.0416 12.7082 0.7988 -0.2196 -0.1153 0.0119
H 0.9374 -3.6896 13.4138 -0.7015 -0.0447 -0.3316 0.0080
H 1.1133 -3.5827 11.5791 -0.2914 -0.3915 0.2275 -0.0099
C -3.1861 -14.0647 24.4417 0.4352 1.2490 0.6304 0.0341
O -4.4746 -14.5949 24.5585 -0.7484 0.5107 -0.1097 -0.0385
C -5.3162 -14.1632 25.6687 -0.0698 1.1057 -1.3902 -0.0208
C -5.6021 -12.6185 25.8046 1.1698 0.3630 -1.2262 0.0897
N -4.4112 -11.8420 26.2248 -1.4739 0.0999 0.7206 -0.0287
C -4.5240 -11.6567 27.6983 3.5135 -0.1172 0.6358 0.0020
C -3.8368 -10.4136 28.4618 -2.1691 -2.3806 -1.6452 0.0030
O -4.7333 -9.3447 28.4306 0.2129 1.9731 -0.5594 -0.0068
C -5.0299 -8.7868 27.1128 -0.1862 -0.5006 1.1537 0.0026
H -3.1263 -12.9921 24.2567 -0.6576 0.3751 -0.0660 0.0125
H -2.6321 -14.4494 23.5854 -0.2366 -0.9105 0.3036 -0.0161
H -2.6760 -14.1331 25.4025 0.5405 -0.5255 -0.0227 0.0066
H -4.9027 -14.5982 26.5786 -0.2563 0.0451 0.2133 -0.0021
H -6.2602 -14.5808 25.3187 -0.1170 -0.4021 0.7772 -0.0103
H -6.4634 -12.3141 26.3992 -0.1079 -0.9415 0.8157 0.0049
H -5.9971 -12.2070 24.8757 0.5822 -0.4014 -0.7933 -0.0080
H -4.2514 -10.9916 25.7040 -0.3492 -0.0070 0.1785 0.0094
H -3.7921 -12.4199 27.9629 -0.3686 -0.6301 1.0559 -0.0007
H -5.4854 -11.9207 28.1389 -0.1722 0.3710 -0.2182 -0.0019
H -2.8188 -10.3301 28.0815 -0.0095 0.8619 -0.4001 -0.0011
H -3.7510 -10.7433 29.4972 -0.1508 0.1815 0.0847 0.0002
H -5.5641 -7.8418 27.2118 0.3999 0.1793 0.5435 -0.0043
H -5.7859 -9.4101 26.6351 0.3764 -0.4234 -0.4215 0.0138
H -4.1201 -8.6339 26.5323 -0.1384 -0.2094 -0.1495 -0.0041
C -1.9945 -15.5311 18.1723 1.6695 0.6533 0.6541 -0.0110
O -1.0781 -16.6503 18.1491 -1.7825 -0.5188 -0.2657 -0.0242
C -1.8547 -17.8402 18.5382 1.0116 0.7946 -1.0080 0.0247
C -1.1036 -19.1276 18.1454 -0.1674 0.6159 0.0784 0.0063
N 0.2679 -19.1948 18.6510 -0.8017 -2.1553 1.0885 -0.0060
C 0.8364 -20.6037 18.6318 1.7725 1.9992 -1.3827 0.0016
C 2.3450 -20.5901 18.9487 -1.5903 0.2811 1.2569 0.0018
O 3.1037 -19.7905 18.0822 1.0873 -1.3805 -0.4381 -0.0004
C 4.4894 -19.9681 18.4160 0.0664 1.6753 0.1651 0.0007
H -2.3320 -15.3801 19.1977 -0.6838 -0.3340 -0.0066 0.0463
H -2.7898 -15.4845 17.4284 -0.1547 -0.7590 0.0697 0.0225
H -1.4159 -14.6211 18.0134 0.3973 -0.1009 -0.3138 -0.0308
H -2.7872 -17.8230 17.9741 -0.1737 -0.0652 -0.1167 -0.0046
H -2.1277 -17.6843 19.5819 0.3189 -0.5869 0.2335 0.0040
H -1.0811 -19.2195 17.0595 -0.1608 0.3819 -0.4202 0.0000
H -1.7339 -19.9751 18.4149 0.2100 -0.1383 0.6623 -0.0010
H 0.7973 -18.5510 18.0806 0.5648 -0.3221 0.0507 0.0017
H 0.8556 -21.0403 17.6332 -0.4431 0.1573 -0.6896 -0.0005
H 0.4163 -21.4329 19.2011 -0.7379 0.8968 0.7702 0.0000
H 2.5376 -21.6610 19.0130 1.0457 -0.2080 -0.5225 0.0001
H 2.5569 -20.1809 19.9365 -0.3683 -0.1349 0.5039 0.0001
H 4.6413 -19.7973 19.4818 -0.2067 -0.2591 0.3455 0.0001
H 5.0307 -19.1285 17.9800 -0.0508 -0.1297 -0.4266 -0.0001
H 5.0089 -20.8908 18.1572 -0.6535 -0.3491 -0.3580 -0.0001
```
Positions in Å, forces in eV/Å.

Calculated values
Max |F| ... 4.84 eV/A
Expectation value of S² ... 0.750
Lowest unoccupied orbital energy (alpha / beta) ... 1.65 / 1.62 eV
Electronic energy ... -5258.89269 hartree
Total charge ... -1
2S+1 ... 2
Gap between HOMO and LUMO (alpha / beta) ... 1.02 / 8.19 eV